Entry 1:
{"formula": "C3H2N2O2", "method": "ωB97M-V/def2-TZVPD", "species": ["O", "O", "N", "N", "C", "C", "C", "H", "H"], "xyz": [[0.14, 0.55, -1.31], [2.44, -0.99, 0.44], [-0.48, 1.25, -0.20], [-0.92, -0.98, -0.02], [-1.30, 0.23, 0.28], [0.20, -0.73, -0.83], [1.40, -0.57, 0.13], [0.63, 0.76, 0.53], [-2.10, 0.47, 0.99]], "lowdin_charge": [-0.11, 0.18, 0.06, 0.10, -0.20, -0.25, -0.13, 0.21, 0.13], "largest_force_ev_per_a": 1.41, "total_charge": 0, "spin_multiplicity": 1}



Entry 2:
{"formula": "C3H2N2O3", "method": "ωB97M-V/def2-TZVPD", "species": ["O", "O", "O", "N", "N", "C", "C", "C", "H", "H"], "xyz": [[1.72, 1.32, 0.00], [-0.64, -1.15, -0.17], [-0.84, 1.23, -0.15], [2.71, -0.19, -0.08], [1.69, -1.03, -0.06], [-1.56, -0.06, 0.01], [0.52, -0.56, -0.08], [0.45, 0.84, -0.11], [-1.73, -0.47, 1.25], [-2.31, 0.07, -0.60]], "lowdin_charge": [0.00, 0.04, 0.09, 0.19, 0.07, -0.03, -0.43, -0.25, 0.24, 0.08], "largest_force_ev_per_a": 9.44, "total_charge": 0, "spin_multiplicity": 1}



Entry 3:
{"formula": "C3H2N2O3", "method": "ωB97M-V/def2-TZVPD", "species": ["O", "O", "O", "N", "N", "C", "C", "C", "H", "H"], "xyz": [[-2.15, 0.53, -0.11], [-1.94, -1.69, 0.05], [1.60, 1.25, 0.08], [0.29, 0.86, -0.26], [2.11, -2.10, -0.13], [0.13, -0.37, -0.09], [1.09, -1.48, 0.02], [-1.37, -0.64, 0.03], [1.75, 2.30, 0.37], [-1.51, 1.34, 0.03]], "lowdin_charge": [0.03, 0.14, -0.07, 0.06, 0.19, -0.20, -0.07, -0.42, 0.21, 0.13], "largest_force_ev_per_a": 5.01, "total_charge": 0, "spin_multiplicity": 1, "smiles": "N#C/C(=N\\O)C(=O)O"}



Entry 4:
{"formula": "C3H2N2OS", "method": "ωB97M-V/def2-TZVPD", "species": ["S", "O", "N", "N", "C", "C", "C", "H", "H"], "xyz": [[0.90, 2.66, -0.25], [-2.23, 0.62, -0.93], [0.38, -1.17, 0.47], [-0.89, -0.97, 0.03], [1.21, -0.12, 0.57], [1.13, 1.12, 0.06], [-1.29, -0.03, -0.82], [-1.41, -1.92, -0.18], [2.20, -0.18, 1.05]], "lowdin_charge": [0.74, 0.15, 0.00, -0.02, -0.28, -0.63, -0.30, 0.21, 0.12], "largest_force_ev_per_a": 3.84, "total_charge": 0, "spin_multiplicity": 1}



Entry 5:
{"formula": "C3H2N2OS", "method": "ωB97M-V/def2-TZVPD", "species": ["S", "O", "N", "N", "C", "C", "C", "H", "H"], "xyz": [[1.65, 2.31, 0.02], [1.97, -2.09, -0.03], [0.70, 1.08, -0.22], [-0.26, -1.37, -0.07], [-1.10, -0.31, 0.02], [-0.60, 0.95, -0.09], [0.91, -1.67, -0.12], [-1.13, 1.81, 0.36], [-2.14, -0.72, 0.13]], "lowdin_charge": [0.65, 0.22, -0.57, 0.12, -0.07, -0.31, -0.29, 0.11, 0.14], "largest_force_ev_per_a": 3.63, "total_charge": 0, "spin_multiplicity": 1, "smiles": "O=C=N/C=C\\N=S"}



Entry 6:
{"formula": "C3H2N2OS", "method": "ωB97M-V/def2-TZVPD", "species": ["S", "O", "N", "N", "C", "C", "C", "H", "H"], "xyz": [[0.61, 0.81, -1.00], [-0.36, -1.59, -0.92], [-0.29, -1.09, 0.49], [-0.02, 0.83, 3.03], [-0.05, 0.70, 1.83], [0.06, 0.13, 0.43], [-0.51, -0.46, -1.76], [-0.23, -0.70, -2.80], [-1.61, 0.10, -1.47]], "lowdin_charge": [0.96, -0.19, 0.12, 0.15, -0.14, -0.72, -0.43, 0.10, 0.15], "largest_force_ev_per_a": 6.91, "total_charge": 0, "spin_multiplicity": 1, "smiles": "N#CC1=NOCS1"}



Entry 7:
{"formula": "C3H2N2OS", "method": "ωB97M-V/def2-TZVPD", "species": ["S", "O", "N", "N", "C", "C", "C", "H", "H"], "xyz": [[2.60, -0.52, -1.40], [-0.63, 0.92, 2.29], [1.07, 0.36, 0.82], [1.05, -0.10, -0.35], [-1.10, 0.00, 0.08], [-0.27, 0.49, 1.22], [-0.22, -0.35, -0.87], [-2.17, -0.04, 0.08], [-0.33, -0.75, -1.86]], "lowdin_charge": [0.42, 0.16, 0.13, -0.47, 0.06, -0.42, -0.11, 0.11, 0.11], "largest_force_ev_per_a": 5.21, "total_charge": 0, "spin_multiplicity": 1}



Entry 8:
{"formula": "C3H2N2OS", "method": "ωB97M-V/def2-TZVPD", "species": ["S", "O", "N", "N", "C", "C", "C", "H", "H"], "xyz": [[-1.56, 2.62, 0.35], [0.19, 0.72, -0.32], [-0.57, -0.08, 0.54], [1.75, -2.51, -0.63], [-0.17, -1.27, 0.56], [-0.27, 1.91, -0.41], [0.94, -1.81, -0.20], [-0.71, -1.98, 1.18], [0.40, 2.39, -1.07]], "lowdin_charge": [0.66, -0.11, 0.07, 0.18, -0.11, -0.72, -0.17, 0.13, 0.06], "largest_force_ev_per_a": 3.89, "total_charge": 0, "spin_multiplicity": 1, "smiles": "N#C/C=N\\OC=S"}



| no. | total energy (Ha) |
| --- | --- |
| 1 | -375.3008 |
| 2 | -450.5334 |
| 3 | -450.6329 |
| 4 | -698.2732 |
| 5 | -698.3664 |
| 6 | -698.3192 |
| 7 | -698.3369 |
| 8 | -698.3414 |